Computed, not measured: a cluster of 10 separate species, C32H90N6O14 in total, with ωB97M-V/def2-TZVPD.

Structure (ORCA input):
```
! wB97M-V def2-TZVPD RIJCOSX def2/J DEFGRID3
* xyz 0 1
C -3.22 4.76 4.09
O -4.31 4.14 3.38
C -3.78 3.31 2.27
C -4.95 2.61 1.59
C -5.53 1.52 2.46
N -4.57 1.93 0.43
H -3.70 5.50 4.73
H -2.56 5.30 3.41
H -2.70 4.00 4.68
H -3.26 3.97 1.58
H -3.04 2.57 2.57
H -5.69 3.37 1.35
H -6.42 1.15 1.95
H -5.86 2.00 3.38
H -4.75 0.79 2.68
H -4.00 1.17 0.76
H -3.88 2.47 -0.07
C 1.61 -4.06 -0.91
O 2.53 -3.65 -1.89
C 3.51 -4.65 -2.15
C 4.53 -4.11 -3.15
C 3.89 -3.42 -4.37
N 5.34 -5.20 -3.68
H 1.11 -5.01 -1.13
H 0.89 -3.27 -0.71
H 2.13 -4.23 0.04
H 4.01 -4.95 -1.22
H 3.02 -5.46 -2.69
H 5.17 -3.43 -2.58
H 4.66 -3.00 -5.02
H 3.17 -2.62 -4.18
H 3.45 -4.16 -5.04
H 6.02 -4.66 -4.19
H 5.92 -5.71 -3.03
C 4.00 -0.09 5.54
O 2.94 0.71 5.12
C 2.18 1.36 6.17
C 1.20 2.43 5.67
C 0.13 1.91 4.68
N 2.01 3.40 4.97
H 4.36 -0.74 4.74
H 3.63 -0.69 6.37
H 4.85 0.50 5.87
H 1.71 0.63 6.83
H 2.86 1.96 6.78
H 0.80 2.75 6.64
H -0.54 1.19 5.16
H 0.63 1.51 3.80
H -0.46 2.75 4.33
H 2.89 3.02 4.65
H 2.45 4.12 5.51
C -1.48 7.98 -0.72
O -1.33 6.68 -0.21
C -2.13 5.75 -0.80
C -1.60 4.30 -0.63
C -0.34 4.05 -1.45
N -2.61 3.31 -1.04
H -1.25 8.03 -1.78
H -0.77 8.66 -0.26
H -2.44 8.46 -0.58
H -3.16 5.78 -0.44
H -2.23 5.95 -1.87
H -1.33 4.19 0.42
H -0.72 4.03 -2.47
H 0.20 3.13 -1.27
H 0.37 4.88 -1.42
H -2.29 2.36 -1.19
H -2.91 3.65 -1.94
C 0.07 -5.43 -4.39
O -1.16 -4.78 -4.51
C -1.19 -3.70 -3.52
C -2.41 -2.84 -3.91
C -2.26 -2.07 -5.26
N -2.68 -1.85 -2.84
H -0.04 -6.13 -5.22
H 0.17 -5.97 -3.45
H 1.01 -4.90 -4.57
H -1.26 -4.14 -2.52
H -0.32 -3.05 -3.41
H -3.31 -3.45 -4.03
H -3.09 -1.41 -5.49
H -2.17 -2.80 -6.06
H -1.37 -1.44 -5.20
H -3.41 -1.23 -3.16
H -1.92 -1.22 -2.65
C 2.88 1.56 1.76
O 2.94 1.43 0.35
C 4.14 1.95 -0.17
C 4.38 1.33 -1.62
C 4.50 -0.20 -1.70
N 5.40 2.00 -2.32
H 2.85 2.60 2.08
H 3.74 1.15 2.28
H 1.96 1.09 2.10
H 4.20 3.03 -0.08
H 4.97 1.73 0.51
H 3.50 1.69 -2.16
H 5.50 -0.52 -1.44
H 4.41 -0.49 -2.75
H 3.72 -0.68 -1.12
H 5.43 1.67 -3.27
H 5.28 3.00 -2.35
O 1.46 -3.34 4.27
C 0.67 -2.69 3.33
C -0.31 -1.79 4.15
O -1.24 -2.51 4.85
H 0.88 -3.86 4.82
H 1.30 -2.11 2.66
H 0.10 -3.44 2.77
H -0.89 -1.13 3.51
H 0.25 -1.22 4.90
H -1.72 -1.85 5.35
O -4.97 -5.65 0.05
C -3.88 -5.45 0.98
C -3.77 -3.97 1.48
O -3.40 -3.02 0.56
H -4.73 -5.22 -0.78
H -3.94 -6.06 1.88
H -3.02 -5.65 0.34
H -3.03 -3.92 2.27
H -4.71 -3.68 1.94
H -3.86 -3.23 -0.26
O -2.45 -0.52 1.05
C -1.48 -0.33 0.04
C -0.30 0.53 0.47
O 0.57 0.76 -0.65
H -2.96 -1.31 0.85
H -1.12 -1.33 -0.20
H -1.93 0.05 -0.88
H 0.19 -0.03 1.27
H -0.59 1.44 0.98
H 1.43 0.80 -0.23
O -0.28 1.44 -5.60
C 0.55 1.46 -4.48
C 0.67 0.02 -3.93
O -0.33 -0.20 -2.96
H 0.08 0.86 -6.28
H 1.52 1.77 -4.86
H 0.18 2.23 -3.81
H 1.61 -0.09 -3.39
H 0.63 -0.71 -4.74
H -0.04 0.15 -2.12
*
```

The gap between HOMO and LUMO is 8.748 eV. Its SMILES is COC[C@H](C)N.COC[C@H](C)N.COC[C@H](C)N.COC[C@H](C)N.COC[C@H](C)N.COC[C@H](C)N.OCCO.OCCO.OCCO.OCCO. The highest occupied orbital energy is -8.30 eV. The calculation puts the lowest unoccupied orbital energy at 0.45 eV. For the calculated total energy, the calculation gives -2654.8284 Ha.